17
Properties=species:S:1:pos:R:3:forces:R:3 method="wB97M-V/def2-TZVPD" de_lowest_kcal_mol=47.63 smiles="CC/N=C/[C@H]1CN1" energy_ev=-8325.2676 lumo_energy_ha=0.0386 charge=0 homo_energy_ev=-9.134 gap_ev=10.18
N -0.66641 -0.13876 -0.77840 0.060 0.268 0.399
N 0.56181 -1.38004 1.31087 0.101 -0.079 -0.025
C -0.66632 -1.57423 2.05962 -0.276 -0.170 0.221
C -0.88026 0.40195 0.34553 0.228 -0.123 -0.169
C -0.43222 0.78168 -1.87100 -0.042 0.094 -0.269
C -0.30017 -0.23207 1.55871 -0.077 0.173 0.122
C 1.06516 1.09160 -1.70183 0.095 0.063 -0.124
H 0.41932 -1.63739 0.33103 0.022 0.033 0.217
H -1.24946 1.43589 0.43589 0.198 -0.072 -0.001
H -0.63745 0.30018 -2.83010 0.032 0.062 0.098
H -1.02559 1.70587 -1.79312 0.003 -0.125 -0.048
H -1.51169 -2.05752 1.57688 0.108 -0.009 0.047
H 1.58059 0.15715 -1.45279 0.003 0.179 -0.221
H 1.52594 1.53836 -2.58441 -0.088 0.004 -0.002
H 1.21519 1.75798 -0.84203 -0.095 -0.069 -0.220
H 0.11049 0.52010 2.23082 -0.135 -0.192 0.103
H -0.52207 -1.79447 3.11387 -0.138 -0.037 -0.127